Entry 1:
49
Properties=species:S:1:pos:R:3:forces:R:3:lowdin_charge:R:1 method="wB97M-V/def2-TZVPD" de_lowest_kcal_mol=32.47 gap_ev=8.37 lumo_ev=0.708 homo_ev=-7.67
C -7.5572 -0.5471 -0.9537 0.0431 0.1879 0.1769 -0.119
C -6.6024 0.2089 -0.0380 0.1174 -0.2693 -0.1514 -0.276
C -5.1859 -0.3532 -0.1122 -0.0306 0.3650 0.2378 -0.210
H -4.8169 -0.2814 -1.1374 0.0429 -0.0585 -0.0409 0.118
H -5.1984 -1.4106 0.1697 0.0196 -0.0588 -0.0371 0.113
C -4.2249 0.4062 0.8043 -0.1558 -0.0220 -0.1439 -0.203
N -2.8728 -0.1111 0.7504 0.0096 -0.1716 0.2058 0.057
C -2.0142 0.3769 -0.2069 0.1004 -0.3205 0.1657 -0.531
O -2.2788 1.3549 -0.8797 -0.1889 0.3674 -0.2013 0.057
N -0.8372 -0.3167 -0.3644 0.1030 -0.0483 -0.1870 -0.053
C -0.2043 -1.1402 0.6424 0.1360 -0.0097 0.3126 -0.129
H -0.9218 -1.4877 1.3844 0.0509 -0.0414 -0.0531 0.111
C 0.9022 -0.3340 1.3511 -0.1458 -0.2621 0.0548 -0.139
N 1.8727 0.2078 0.4282 -0.0075 0.2070 0.2026 -0.101
C 2.9810 -0.5476 0.0463 0.2352 0.0559 -0.0433 -0.160
C 3.1142 -1.9049 0.3496 -0.0866 0.0321 0.0277 -0.027
C 4.2277 -2.6316 -0.0287 0.0936 -0.0864 -0.0239 -0.094
C 5.2483 -2.0285 -0.7383 0.0249 -0.0538 0.0269 -0.094
C 5.1603 -0.6761 -1.0156 -0.1197 0.1027 -0.0245 -0.013
C 4.0650 0.0706 -0.6136 0.1212 0.0649 -0.0821 -0.224
O 4.0798 1.4234 -0.9123 -0.0627 -0.5671 -0.2135 -0.095
C 4.1623 2.2842 0.2133 0.1835 0.3509 0.4915 -0.246
C 5.5143 2.1948 0.9134 -0.3206 -0.0839 -0.2844 -0.063
H 5.6656 1.1938 1.3126 0.0567 -0.0395 0.0829 0.074
H 6.3156 2.4138 0.2118 0.1095 0.0340 -0.0398 0.078
H 5.5531 2.9103 1.7301 0.0221 0.0663 0.1167 0.075
H 4.0095 3.2865 -0.1950 -0.0329 -0.0868 0.0860 0.125
H 3.3584 2.0609 0.9248 0.0392 0.0620 -0.1338 0.112
H 5.9540 -0.1643 -1.5382 0.0652 0.0929 -0.0419 0.121
H 6.1107 -2.5944 -1.0546 0.0814 -0.0452 -0.0255 0.100
H 4.2842 -3.6808 0.2219 -0.0024 -0.0791 0.0162 0.101
H 2.3292 -2.4185 0.8822 -0.1034 0.0028 0.0215 0.096
C 1.2113 1.0253 -0.5767 -0.2314 -0.0410 -0.4509 -0.122
H 1.9395 1.3982 -1.2938 -0.0636 0.0344 0.0925 0.122
C 0.1315 0.2181 -1.3051 0.0414 0.3620 -0.1437 -0.113
H -0.4030 0.8556 -2.0092 0.1066 -0.1192 0.0035 0.123
H 0.5912 -0.6212 -1.8388 0.0113 0.0551 -0.0011 0.133
H 0.7387 1.8747 -0.0717 0.0144 0.0117 -0.0660 0.136
H 1.4036 -0.9415 2.1053 -0.0265 0.0387 0.0185 0.121
H 0.4282 0.5171 1.8555 -0.0028 -0.1025 0.0280 0.132
H 0.2305 -2.0102 0.1368 -0.0662 0.0111 0.1226 0.120
H -2.7923 -1.0866 0.9910 0.1077 0.0778 -0.0582 0.120
H -4.5676 0.3526 1.8424 -0.0332 0.0759 -0.0756 0.120
H -4.1727 1.4525 0.4980 -0.0692 -0.0786 0.1232 0.121
H -6.5832 1.2625 -0.3225 -0.0082 0.0746 0.0692 0.111
H -6.9616 0.1491 0.9924 -0.0108 0.0878 0.0439 0.107
H -7.2245 -0.4807 -1.9871 -0.0044 -0.0285 -0.1309 0.071
H -8.5597 -0.1313 -0.8883 -0.1291 -0.0272 -0.0605 0.066
H -7.6030 -1.5982 -0.6759 -0.0346 -0.1198 -0.0128 0.070


Entry 2:
42
Properties=species:S:1:pos:R:3:forces:R:3:lowdin_charge:R:1 method="wB97M-V/def2-TZVPD" de_lowest_kcal_mol=2.74 gap_ev=10.46 lumo_ev=0.508 homo_ev=-9.95
C -1.8750 2.4036 -0.0095 -1.5074 0.6006 -1.0299 -0.198
C -2.9579 1.4665 0.5455 0.3400 -0.3163 1.0648 -0.229
C -3.8875 0.9032 -0.5084 -0.3036 1.0968 -1.9057 -0.187
S -3.1670 1.4210 -2.1670 0.2280 0.9153 2.4785 0.679
O -3.9396 2.5554 -2.6341 0.2899 -0.5233 -0.1901 -0.335
O -2.8855 0.2807 -2.9909 -0.2692 -0.3875 -0.6969 -0.343
C -1.5877 1.9505 -1.4263 -0.3143 -0.5406 -0.7594 -0.215
H -1.0587 2.4525 0.6782 0.8209 -0.1562 0.1082 0.095
H -2.3063 3.4049 -0.0664 0.1007 0.1429 0.0209 0.116
H -3.4715 1.9834 1.3553 -0.3075 -0.0044 -0.1514 0.116
H -2.4385 0.6504 1.0464 -0.1474 -0.1225 -0.0862 0.080
H -4.8807 1.3974 -0.5989 0.5247 -0.6838 0.5012 0.106
H -3.9060 -0.1766 -0.5738 -0.3571 -0.1414 0.2543 0.082
H -1.1940 2.6872 -2.1371 0.2645 -0.2141 0.3912 0.112
H -1.0915 0.9745 -1.4687 0.6056 0.4473 0.0490 0.072
C 2.7844 -1.6248 2.9650 0.8035 -0.1633 1.0639 -0.233
C 3.0126 -1.2877 1.4950 0.0110 -0.1093 0.1303 -0.237
C 3.0570 0.2256 1.3014 -1.2663 -0.2973 -0.1342 -0.185
S 2.1547 0.9062 2.7756 0.1280 -0.2665 1.5677 0.714
O 0.8832 1.5682 2.4996 1.2768 -0.0906 -0.4228 -0.350
O 3.1624 1.5100 3.6407 -0.7513 0.0157 -0.8130 -0.342
C 1.6944 -0.6938 3.5383 0.5385 -0.6658 -0.7770 -0.211
H 3.6867 -1.3861 3.5878 -0.4350 -0.4019 -0.7132 0.125
H 2.6392 -2.7228 2.9864 -0.3681 0.6528 0.6028 0.120
H 2.2176 -1.7464 0.8977 0.0333 0.2471 0.0278 0.100
H 3.9500 -1.7314 1.1718 0.0811 -0.0546 -0.1133 0.113
H 2.4625 0.4722 0.4220 0.1273 0.3440 0.0059 0.089
H 4.0835 0.5691 1.2122 -0.2041 0.5107 0.4291 0.104
H 0.7285 -0.9053 3.1219 -0.5907 -0.1964 -0.2915 0.069
H 1.5848 -0.6877 4.6396 0.4770 0.4578 -0.6724 0.118
C 1.1979 -1.5203 -4.3503 -1.3730 1.3625 0.0052 -0.128
O 0.4744 -2.1439 -3.2863 -1.0499 -0.3758 -0.2302 -0.156
H 0.9890 -0.4195 -4.3549 0.2055 -0.7184 0.0460 0.092
H 2.2495 -1.6480 -4.1737 0.3623 -0.3724 -0.1239 0.074
H 0.8308 -1.8972 -5.3098 0.5583 -0.1539 0.0378 0.083
H -0.4713 -2.2367 -3.5621 1.2216 0.2333 0.3458 0.114
C -0.6375 -1.1615 0.2652 -0.2262 0.8539 0.0380 -0.154
O 0.2054 -0.8001 -0.8182 0.3379 -0.5688 -0.2056 -0.144
H -0.5855 -0.3193 0.9549 0.2540 0.1268 0.0945 0.054
H -1.7113 -1.1815 0.0061 0.3833 -0.5755 -0.2401 0.076
H -0.3392 -2.0238 0.8685 0.0234 -0.3305 -0.5039 0.080
H 0.3438 -1.4683 -1.5387 -0.5260 0.4238 0.7980 0.065


Entry 3:
18
Properties=species:S:1:pos:R:3:forces:R:3:lowdin_charge:R:1 method="wB97M-V/def2-TZVPD" de_lowest_kcal_mol=114.51 gap_ev=8.45 lumo_ev=-0.197 homo_ev=-8.65
C -0.2822 -0.5255 0.5359 0.3572 0.5095 -1.1046 -0.160
C 0.6154 -1.4336 1.2728 -0.3548 -1.1079 -0.3582 -0.007
C -1.3807 0.1297 1.2861 -0.3032 -0.0492 -0.3058 -0.026
N 0.1990 1.4279 -0.8017 -0.3317 -0.5810 -0.0544 -0.037
C 0.2358 -0.0319 -0.7985 1.4593 0.8649 0.9926 -0.645
N 1.1230 2.0522 -1.6794 -0.0791 -0.0757 -0.4581 -0.004
O -1.2017 -0.8468 -1.1603 -0.2844 0.0236 0.7501 -0.026
O 1.1917 -0.5925 -1.3919 -0.6938 0.2909 0.6143 -0.046
H -0.8028 -1.5205 -1.7341 0.0705 -0.0539 0.2143 0.087
H -0.7327 1.8162 -0.9031 0.2017 -0.0858 -0.2104 0.109
H 1.8910 2.4161 -1.1213 -0.1651 -0.1989 0.0355 0.068
H 1.5170 1.3026 -2.2561 -0.1069 0.2212 0.1075 0.067
H 0.3131 -1.6309 2.3018 -0.0722 0.1557 -0.0954 0.090
H 0.6388 -2.3923 0.7384 0.1591 0.0974 0.0783 0.115
H 1.6388 -1.0512 1.2126 -0.1396 0.0887 -0.0922 0.113
H -1.9915 -0.6295 1.7866 0.1125 0.0861 -0.0048 0.103
H -2.0250 0.7349 0.6533 0.0587 -0.0237 -0.0057 0.084
H -0.9468 0.7751 2.0591 0.1119 -0.1619 -0.1031 0.113


Entry 4:
114
Properties=species:S:1:pos:R:3:forces:R:3:lowdin_charge:R:1 method="wB97M-V/def2-TZVPD" de_lowest_kcal_mol=0.00 gap_ev=6.92 lumo_ev=-0.207 homo_ev=-7.13
Sc -0.7572 -0.6863 -0.2656 0.1819 -0.3888 0.3450 1.008
C -0.7038 -1.2272 5.8833 -0.0072 0.0104 -0.0183 -0.084
C -0.9152 -2.1569 4.8739 -0.0041 -0.0189 0.0313 -0.072
C -0.4707 -1.9014 3.5874 0.0324 -0.0247 0.0127 -0.033
C 0.2089 -0.7222 3.3237 0.0443 0.0200 -0.0493 -0.256
C 0.4278 0.2132 4.3253 0.0063 0.0093 0.0044 -0.032
C -0.0389 -0.0399 5.6055 -0.0066 -0.0215 -0.0022 -0.072
N 0.6368 -0.4718 1.9770 0.0581 0.1944 0.1049 0.028
N 1.7969 -0.0297 1.9137 -0.0847 -0.0033 0.0218 0.103
C 2.2515 0.2539 0.5949 -0.0207 -0.0256 -0.0030 -0.321
C 3.5589 0.7374 0.5295 0.0105 -0.0204 0.0469 -0.049
C 4.0841 1.0951 -0.6994 0.0076 0.0285 -0.0137 -0.099
C 3.2891 0.9396 -1.8308 -0.0099 0.0139 -0.0013 -0.127
C 2.0027 0.4180 -1.7340 -0.0140 0.0143 0.0298 -0.140
C 1.4117 0.0756 -0.5102 0.0780 0.0974 -0.1650 -0.169
H -1.0711 -1.4221 6.8825 0.0007 0.0033 0.0024 0.101
H -1.4453 -3.0767 5.0850 -0.0033 0.0019 -0.0114 0.108
H -0.6578 -2.6026 2.7837 -0.0130 -0.0217 0.0050 0.103
H 0.9339 1.1388 4.0829 0.0158 0.0049 0.0059 0.097
H 0.1104 0.6950 6.3862 0.0060 -0.0013 0.0005 0.103
H 4.1293 0.8491 1.4447 -0.0047 -0.0052 -0.0034 0.108
H 5.0762 1.5244 -0.7720 -0.0058 -0.0050 0.0019 0.098
H 3.6591 1.2973 -2.7893 0.0130 -0.0044 -0.0043 0.088
H 1.4072 0.3283 -2.6390 -0.0143 0.0128 -0.0204 0.097
C -2.1722 1.7198 2.5397 0.0017 -0.0047 -0.0161 -0.024
C -2.6976 0.3222 2.4982 0.0257 0.0640 -0.0228 -0.322
C -3.6408 -0.1146 3.4058 -0.0207 -0.0389 0.0138 -0.043
C -4.1305 -1.4143 3.2751 0.0299 0.0425 -0.0451 -0.062
C -3.6814 -2.2217 2.2619 -0.0307 0.0157 0.0224 -0.035
C -2.7043 -1.7286 1.3632 -0.0223 0.1840 -0.0270 -0.459
N -2.2258 -0.4677 1.5263 -0.1331 -0.0602 -0.0420 0.049
N -2.1397 -2.3857 0.3272 -0.0573 0.0401 -0.0337 -0.110
Si -2.8470 -3.8454 -0.2840 0.0167 -0.0414 -0.0571 0.402
C -4.6869 -3.6501 -0.6079 0.0002 0.0357 0.0065 -0.159
C -2.5390 -5.2831 0.9027 0.0128 0.0213 0.0368 -0.172
C -2.0599 -4.3556 -1.9000 -0.0350 -0.0033 -0.0422 -0.155
H -2.5230 2.2529 3.4222 -0.0024 0.0041 0.0023 0.090
H -2.5076 2.2556 1.6469 -0.0068 0.0024 0.0175 0.076
H -1.0822 1.7236 2.5409 -0.0188 0.0050 -0.0034 0.050
H -3.9880 0.5462 4.1870 -0.0047 0.0032 -0.0016 0.105
H -4.8727 -1.7866 3.9717 -0.0027 -0.0044 -0.0002 0.108
H -4.0625 -3.2250 2.1496 -0.0169 -0.0192 -0.0160 0.078
H -5.3147 -3.9079 0.2453 -0.0059 0.0096 0.0381 0.023
H -4.9887 -4.2860 -1.4436 0.0024 -0.0085 0.0090 0.028
H -4.9009 -2.6137 -0.8811 -0.0037 -0.0094 -0.0062 0.039
H -2.9161 -5.0884 1.9092 0.0204 -0.0275 -0.0160 0.014
H -1.4636 -5.4754 0.9886 -0.0200 -0.0064 0.0044 0.018
H -3.0066 -6.2039 0.5445 -0.0028 0.0063 -0.0188 0.029
H -2.1400 -3.5803 -2.6625 -0.0072 -0.0196 0.0049 0.045
H -2.5841 -5.2481 -2.2552 0.0106 0.0085 -0.0078 0.040
H -1.0059 -4.6231 -1.8089 0.0204 -0.0071 0.0065 0.010
N 0.7068 -2.6082 0.1452 0.0175 -0.0337 -0.1294 0.034
C 1.4122 -2.9946 -1.0746 0.0527 -0.0603 -0.0526 -0.271
C 1.8674 -4.4640 -1.0084 0.0328 0.0330 0.0454 -0.128
C 2.8695 -5.0016 -2.0389 -0.0150 0.0385 -0.0694 -0.163
C 3.9909 -4.0317 -2.4145 -0.0396 -0.0036 0.0883 -0.170
N 3.4232 -3.0738 -3.3476 0.0012 -0.0098 -0.0105 0.081
C 3.9164 -1.9096 -3.6820 -0.0194 -0.0019 0.0312 -0.448
N 3.1823 -1.1210 -4.4845 0.0205 -0.0048 -0.0182 0.212
N 5.1497 -1.5190 -3.3057 0.0179 0.0071 -0.0003 0.211
C 0.5468 -2.5741 -2.2854 0.0599 -0.1639 0.0588 -0.576
O 0.8722 -2.9748 -3.4323 -0.0067 0.0774 0.1080 0.003
O -0.4121 -1.8129 -2.0449 -0.0497 0.0691 -0.1558 -0.063
H 1.3465 -2.5240 0.9260 -0.0047 -0.0363 -0.0383 0.093
H -0.0166 -3.2808 0.3895 0.0119 0.0156 -0.0108 0.070
H 2.2944 -2.3476 -1.1326 -0.0033 -0.0018 0.0138 0.136
H 0.9844 -5.1086 -1.0127 0.0107 -0.0060 0.0139 0.110
H 2.3197 -4.5741 -0.0170 -0.0031 -0.0163 -0.0085 0.119
H 2.3530 -5.2810 -2.9590 0.0081 -0.0247 -0.0013 0.120
H 3.3100 -5.9143 -1.6366 0.0180 -0.0021 -0.0072 0.115
H 4.8238 -4.5636 -2.8794 -0.0054 -0.0185 -0.0084 0.125
H 4.3692 -3.5291 -1.5136 0.0065 0.0145 -0.0210 0.124
H 2.3699 -3.1685 -3.4985 0.0236 -0.0507 -0.0417 0.080
H 2.2015 -1.3596 -4.5677 -0.0383 -0.0030 -0.0179 0.118
H 3.4137 -0.1462 -4.5606 -0.0043 0.0136 0.0179 0.106
H 5.5845 -2.0260 -2.5533 0.0061 -0.0073 -0.0033 0.105
H 5.3558 -0.5341 -3.3278 0.0075 0.0037 -0.0069 0.108
O -3.5023 0.5668 -0.8004 -0.0583 0.0256 0.0029 -0.299
S -2.7408 1.1924 -1.8598 -0.1222 0.0585 -0.0030 0.472
O -3.2563 1.0884 -3.1965 0.0216 -0.0690 -0.0116 -0.284
O -1.3135 0.7458 -1.7707 0.0022 0.0669 0.1045 -0.462
C -2.7204 2.9601 -1.5315 -0.0452 -0.0069 -0.0413 -0.244
C -3.8070 3.6402 -2.0824 0.0188 -0.0057 0.0059 -0.055
C -3.9027 5.0141 -1.9816 -0.0199 -0.0113 -0.0082 -0.066
C -2.8854 5.7309 -1.3653 0.0066 0.0181 -0.0006 -0.069
C -1.8087 5.0577 -0.8221 0.0036 -0.0107 -0.0366 -0.104
C -1.7224 3.6613 -0.8550 0.0006 0.0360 0.0417 -0.322
P -0.2494 2.8398 -0.1136 0.0827 0.0568 0.0372 1.149
C 0.1015 3.8036 1.4107 -0.0055 -0.0159 0.0023 -0.372
C 1.2905 3.4672 2.0677 0.0109 0.0105 -0.0257 -0.131
C 1.5953 3.9863 3.3160 -0.0050 0.0024 0.0042 -0.088
C 0.7002 4.8359 3.9525 0.0037 0.0009 -0.0019 -0.088
C -0.4951 5.1547 3.3273 0.0042 -0.0004 0.0056 -0.077
C -0.7929 4.6432 2.0709 -0.0264 -0.0012 0.0085 -0.105
C 0.9720 3.5041 -1.3263 -0.0252 0.0145 -0.0115 -0.328
C 2.0910 4.2644 -1.0053 -0.0166 -0.0200 0.0100 -0.079
C 2.9723 4.6824 -1.9961 0.0139 -0.0033 -0.0145 -0.088
C 2.7430 4.3549 -3.3228 0.0076 -0.0026 0.0116 -0.102
C 1.6203 3.6057 -3.6553 -0.0172 0.0163 -0.0020 -0.086
C 0.7470 3.1821 -2.6681 0.0289 -0.0360 0.0005 -0.098
H -4.5574 3.0731 -2.6152 -0.0018 0.0004 -0.0033 0.115
H -4.7533 5.5273 -2.4112 0.0031 0.0025 -0.0005 0.106
H -2.9242 6.8119 -1.3207 -0.0041 0.0002 -0.0003 0.105
H -1.0022 5.6220 -0.3703 -0.0071 0.0010 -0.0269 0.108
H 1.9815 2.7743 1.6012 0.0164 0.0011 -0.0171 0.084
H 2.5267 3.7132 3.7971 -0.0042 0.0028 -0.0007 0.105
H 0.9282 5.2367 4.9318 0.0027 0.0009 -0.0004 0.100
H -1.2089 5.8030 3.8199 -0.0024 -0.0037 0.0047 0.104
H -1.7447 4.8882 1.6193 0.0122 -0.0134 0.0359 0.097
H 2.2812 4.5526 0.0190 0.0074 -0.0084 0.0369 0.092
H 3.8350 5.2786 -1.7249 -0.0045 0.0021 0.0023 0.101
H 3.4224 4.6946 -4.0949 0.0018 0.0001 0.0027 0.097
H 1.4169 3.3573 -4.6902 -0.0033 -0.0001 -0.0015 0.104
H -0.1154 2.5844 -2.9382 -0.0014 0.0012 -0.0120 0.102